No. 1
DFT (wB97M-V/def2-TZVPD) results for a gas-phase ion, C3H3F2N2O2S (charge +1) in a non-equilibrium geometry.

XYZ file:
```
13
Properties=species:S:1:pos:R:3:forces:R:3:nbo_charge:R:1
O 2.44301 -1.36665 1.21148 -1.75 0.06 -1.97 -0.80
S 2.02113 -0.67261 0.01969 3.62 0.54 0.99 2.33
O 2.73970 0.56983 -0.22236 -2.05 -1.67 -0.58 -0.86
F 2.23362 -1.66394 -1.26651 -1.08 1.68 2.03 -0.44
C 0.25832 -0.22744 0.02021 -1.32 -1.42 -0.44 -0.17
C -0.95237 -0.99560 -0.10689 3.18 2.71 0.35 0.01
N -1.97474 -0.01402 -0.05922 1.81 0.61 0.26 -0.50
C -1.38440 1.21173 0.11098 -0.07 1.33 0.07 0.82
F -2.05758 2.37200 0.19244 1.21 -2.58 -0.15 -0.22
N -0.01735 1.16060 0.17480 -3.29 -2.60 -0.59 -0.49
H -0.98280 -2.10339 -0.21219 -0.60 1.23 0.04 0.31
H -2.98419 -0.19591 -0.14818 0.60 0.36 0.12 0.49
H 0.65765 1.92540 0.28575 -0.26 -0.26 -0.12 0.51
```
Forces are in eV/Å.

Results
Spin multiplicity: 1
Total charge: +1
E_tot, Ha: -973.7051
Largest force on an atom, eV/Å: 4.23
Structure (SMILES): O=S(=O)(F)c1c[nH]c(F)[nH+]1
HOMO energy, eV: -15.5

***

No. 2
DFT (wB97M-V/def2-TZVPD) results for a gas-phase ion, C3H3F2N2O6S2 (charge -1) in a non-equilibrium geometry.

XYZ file:
```
18
Properties=species:S:1:pos:R:3:forces:R:3:nbo_charge:R:1
C -1.70178 2.44436 -1.26499 -0.47 0.27 2.09 -0.83
S -0.49692 1.04721 -1.76290 2.44 0.03 -4.80 2.06
O -1.10765 0.33759 -2.99481 0.91 1.66 4.36 -0.93
O 0.79252 1.76161 -2.23263 -3.59 -1.80 2.30 -0.93
N -0.31890 0.04863 -0.34198 2.09 -0.23 -0.95 -1.10
S 1.22562 -0.76408 -0.28498 2.97 1.39 -6.89 2.15
O 1.38157 -1.89463 -1.37588 -1.05 3.77 4.76 -0.87
O 2.45931 0.17310 -0.24832 -4.38 -3.37 0.92 -0.86
N 1.25155 -1.64459 1.26359 -3.79 2.21 1.90 -0.69
C 1.14078 -0.66308 2.43318 -0.74 -0.91 7.75 0.96
O 1.13202 -1.11009 3.71722 0.13 3.15 -9.53 -0.53
F 0.98788 0.81962 2.27371 0.74 -5.22 -0.17 -0.32
C 0.07766 -2.62188 1.33374 -0.22 -8.16 0.41 0.96
O 0.29632 -3.96508 1.30417 -1.82 10.46 0.15 -0.48
F -1.34875 -2.15511 1.49188 5.07 -0.99 -0.45 -0.33
H -1.23099 3.47722 -1.56030 -0.82 -2.36 0.18 0.26
H -2.78554 2.26387 -1.67765 2.41 0.22 0.57 0.25
H -1.75473 2.44533 -0.07303 0.11 -0.12 -2.60 0.24
```
Forces are in eV/Å.

Results
Spin multiplicity: 1
Total charge: -1
E_tot, Ha: -1672.9967
Largest force on an atom, eV/Å: 10.62
Structure (SMILES): CS(=O)(=O)N=[S@@](=O)([O-])N(C(=O)F)C(=O)F
HOMO energy, eV: -6.2

***

No. 3
DFT (wB97M-V/def2-TZVPD) results for 2 unconnected molecules or ions with the total composition C3H3F2NS in a non-equilibrium geometry.

XYZ file:
```
10
Properties=species:S:1:pos:R:3:forces:R:3:nbo_charge:R:1
C -0.20479 -0.52108 -1.29317 1.70 -0.21 1.21 -0.50
C 2.37587 0.62070 0.32391 -0.25 3.86 0.20 0.52
C 1.19971 -1.36334 0.81960 0.14 -2.37 1.60 -0.16
N 2.11393 -0.53751 0.52382 -1.70 -3.40 1.32 -0.40
F 3.32892 1.02404 -0.42734 1.36 0.09 -1.08 -0.29
F -4.11024 2.97494 0.40706 -1.23 -1.41 -0.65 -0.56
S -0.20598 -1.70323 -0.15649 -0.53 0.75 -1.15 0.45
H -0.96663 -0.68763 -1.99990 -1.46 -0.27 -0.73 0.15
H -4.70741 2.29172 0.08879 1.23 1.41 0.65 0.56
H 1.17662 -2.09860 1.71372 0.75 1.55 -1.37 0.21
```
Forces are in eV/Å.

Results
Energy above the lowest of the compared OMol25 structures with the same formula, charge and spin, kJ/mol: 518.0
Spin multiplicity: 1
Total charge: 0
E_tot, Ha: -768.5631
Largest force on an atom, eV/Å: 4.03
HOMO energy (alpha / beta), eV: -8.5 / -8.5